--- P ---
A gas-phase ion, C7H14 (charge +1), computed with wB97M-V/def2-TZVPD.

The geometry in ORCA input format:
```
! RIJCOSX wB97M-V def2-TZVPD def2/J DEFGRID3
* xyz 1 2
C -1.9849 1.6668 0.4898
C -2.0464 0.3882 -0.3557
C -0.6557 -0.0695 -0.9135
C 0.4173 -0.2008 0.1269
C 0.0819 -0.6646 1.4006
C 1.8595 0.0256 -0.2127
C 2.5263 -1.3715 -0.4155
H -1.1560 2.3236 0.2009
H -2.8811 2.1932 0.1421
H -1.8818 1.4914 1.5517
H -2.6863 0.2901 -1.2195
H -2.4681 -0.3400 0.3603
H -0.3536 0.7268 -1.6028
H -0.7816 -1.0176 -1.4478
H -0.9051 -0.8956 1.7873
H 0.8236 -0.5881 2.1937
H 1.9477 0.5761 -1.1496
H 2.3146 0.6530 0.5563
H 3.5273 -1.4266 -0.8344
H 1.8974 -1.8328 -1.1755
H 2.4054 -1.9278 0.5175
*
```

***

--- Q ---
A gas-phase ion, C7H14 (charge +1), computed with wB97M-V/def2-TZVPD.

The geometry in ORCA input format:
```
! RIJCOSX wB97M-V def2-TZVPD def2/J DEFGRID3
* xyz 1 2
C 1.6838 0.9781 -1.1315
C 1.7972 0.3168 0.2554
C 1.2354 -1.1086 0.2790
C 0.0042 -1.3427 -0.6704
C -2.4223 1.1176 1.0904
C -1.4309 0.1038 0.7626
C -1.0397 -0.3433 -0.5110
H 1.9240 0.2662 -1.9146
H 2.3630 1.8083 -1.2196
H 0.6940 1.4300 -1.2823
H 1.2843 0.9426 0.9848
H 2.8523 0.2063 0.4755
H 1.9857 -1.7622 -0.1715
H 0.9440 -1.4653 1.2583
H -0.4066 -2.3519 -0.5722
H 0.3823 -1.2525 -1.6923
H -2.5593 1.8680 0.3217
H -3.3660 0.6091 1.3462
H -2.1578 1.6881 1.9770
H -1.0917 -0.4731 1.6235
H -1.4699 0.1209 -1.3968
*
```

***

Q comes first in stability; the runner-up is 42.0 kJ/mol higher.

***

--- P ---
2 unconnected molecules or ions with the total composition C2H11N2O, computed with wB97M-V/def2-TZVPD.

The geometry in ORCA input format:
```
! RIJCOSX wB97M-V def2-TZVPD def2/J DEFGRID3
* xyz 1 1
N 0.5860 -0.6907 -0.2840
C -0.3578 0.3407 0.3652
C -0.5502 1.5759 -0.4983
N -1.4865 1.3548 -1.5748
H 0.2173 -0.7793 -1.2332
H 1.5140 -0.3947 -0.1375
H 0.4409 -1.5992 0.1587
H -1.2710 -0.1585 0.6706
H 0.1950 0.6198 1.2551
H -0.8666 2.3187 0.2398
H 0.3985 1.9031 -0.8877
H -2.3519 1.8678 -1.4966
H -1.0811 1.5386 -2.4810
H 1.1336 -2.5158 2.6553
H 1.9776 -3.0724 1.4570
O 1.5023 -2.3088 1.7913
*
```

***

--- Q ---
2 unconnected molecules or ions with the total composition C2H11N2O, computed with wB97M-V/def2-TZVPD.

The geometry in ORCA input format:
```
! RIJCOSX wB97M-V def2-TZVPD def2/J DEFGRID3
* xyz 1 1
C -0.0361 -1.5278 0.0646
N 1.2076 -0.8629 0.1863
C -1.2279 -0.6994 0.6477
N -1.3024 0.7516 0.2340
H -0.0051 -2.5491 0.5306
H -0.1374 -1.8318 -1.0511
H 1.8579 -1.2021 0.8580
H 1.6949 -0.5679 -0.6333
H -1.2037 -0.7657 1.8073
H -2.0240 -1.1577 0.2081
H -1.6543 0.9214 -0.7795
H -2.0733 1.2829 0.7202
H -0.3205 1.0789 0.3396
H 1.1028 2.6558 -0.3891
H 2.0236 1.4481 -0.9522
O 1.1233 1.8536 -0.9842
*
```

***

P comes first in stability; the runner-up is 83.9 kJ/mol higher.

***

--- P ---
2 unconnected molecules or ions with the total composition C2H11N2O, computed with wB97M-V/def2-TZVPD.

The geometry in ORCA input format:
```
! RIJCOSX wB97M-V def2-TZVPD def2/J DEFGRID3
* xyz 1 1
C -1.9914 -1.0334 -0.7741
N -1.1181 0.2486 -0.9408
H -2.9308 -0.9490 -1.3652
H -2.3074 -1.0812 0.3269
H -1.3300 -1.8738 -1.0971
H -1.1945 0.4794 -1.9425
H -1.3740 1.0019 -0.3226
H -0.0739 0.0486 -0.6951
N 1.4095 -0.1709 -0.1032
C 1.4916 0.9033 0.9087
O 0.9530 0.5627 2.1979
H 1.6845 -0.9094 0.5463
H 1.9653 -0.0906 -0.9550
H 0.8389 1.6270 0.4904
H 2.5612 1.1222 0.8568
H 1.4163 0.1146 2.8685
*
```

***

--- Q ---
2 unconnected molecules or ions with the total composition C2H11N2O, computed with wB97M-V/def2-TZVPD.

The geometry in ORCA input format:
```
! RIJCOSX wB97M-V def2-TZVPD def2/J DEFGRID3
* xyz 1 1
C 0.2582 2.4811 1.2008
N -0.5832 1.5998 0.3631
H -0.2641 3.3923 1.4669
H 0.5794 1.8850 2.0450
H 1.0234 2.9837 0.6253
H -0.8866 2.1295 -0.4528
H -1.4718 1.4078 0.8189
H -0.0493 -0.0347 -0.3160
N -0.0906 -0.8872 -0.9521
C 0.1117 -2.2244 -0.2713
O 0.6297 -3.0469 -1.2379
H 0.6454 -0.6758 -1.6318
H -0.9671 -0.8524 -1.4570
H 0.6646 -1.9536 0.6320
H -0.8712 -2.5421 0.0814
H 1.2714 -3.6620 -0.9145
*
```

***

Q comes first in stability; the runner-up is 56.5 kJ/mol higher.

***

--- P ---
A molecular structure, C3H4O2P, computed with wB97M-V/def2-TZVPD.

The geometry in ORCA input format:
```
! RIJCOSX wB97M-V def2-TZVPD def2/J DEFGRID3
* xyz -1 1
C -0.8388 -2.0788 0.9545
C 0.4239 1.0944 -0.0735
C 0.5663 1.9077 -1.1117
O 0.6597 -0.3169 -0.4629
O 0.1128 1.0648 1.1561
P 0.5129 -1.0838 0.9823
H -0.9788 -2.9970 1.4902
H -1.6343 -2.0292 0.0774
H 0.6377 2.9666 -0.9130
H 0.5386 1.4722 -2.0994
*
```

***

--- Q ---
2 unconnected molecules or ions with the total composition C3H4O2P, computed with wB97M-V/def2-TZVPD.

The geometry in ORCA input format:
```
! RIJCOSX wB97M-V def2-TZVPD def2/J DEFGRID3
* xyz -1 1
C 2.2357 -2.0971 0.5530
C 1.0982 -1.6774 0.4467
C -0.2522 1.4808 -0.2955
O -2.4841 -0.0684 1.0444
O -2.1385 -0.2579 -1.4581
P -1.5669 0.0020 -0.1207
H 3.2090 -2.4383 0.4848
H 0.7241 1.0398 0.2082
H -0.2786 1.8182 -1.3256
H -0.5468 2.1983 0.4628
*
```

***

P comes first in stability; the runner-up is 87.8 kJ/mol higher.

***

--- P ---
A molecular structure, C3H6NO, computed with wB97M-V/def2-TZVPD.

The geometry in ORCA input format:
```
! RIJCOSX wB97M-V def2-TZVPD def2/J DEFGRID3
* xyz 1 1
C -0.9758 -0.6582 -0.4597
C 0.9237 0.8046 -0.1652
C 0.1596 -0.9626 0.3670
N -0.4058 0.4461 0.3788
O 1.3679 -0.5816 -0.1825
H -0.8554 -0.3765 -1.4928
H -2.0394 -0.6578 -0.1543
H 1.0243 1.3582 -1.1804
H 1.5535 1.3121 0.6747
H 0.1576 -1.5840 1.2062
H -0.9103 0.8997 1.0081
*
```

***

--- Q ---
A gas-phase ion, C3H6NO (charge +1), computed with wB97M-V/def2-TZVPD.

The geometry in ORCA input format:
```
! RIJCOSX wB97M-V def2-TZVPD def2/J DEFGRID3
* xyz 1 1
C 0.9366 -0.9815 0.3576
C 1.1891 0.0425 -0.7046
C -0.0714 0.1921 -0.0444
N -1.4871 0.5063 0.0057
O 0.9256 1.1913 0.1806
H 0.7858 -1.9453 0.0370
H 1.4555 -0.9870 1.3872
H 1.4598 0.1786 -1.7174
H -1.4912 0.5251 1.0460
H -2.1127 -0.2267 -0.3204
H -1.5900 1.5046 -0.2274
*
```

***

P comes first in stability; the runner-up is 116.7 kJ/mol higher.

***

--- P ---
A molecular structure, C3H10NO2S, computed with wB97M-V/def2-TZVPD.

The geometry in ORCA input format:
```
! RIJCOSX wB97M-V def2-TZVPD def2/J DEFGRID3
* xyz -1 1
C -0.4058 0.5896 0.2383
O 0.3070 1.7552 0.0975
C 0.3066 -0.5225 -0.7554
C -0.4510 -1.8277 -0.3819
S 0.4978 -3.1719 -0.8817
N 1.5981 -0.5812 -0.0123
H -0.4171 0.2274 1.3159
H -1.4734 0.6289 0.0220
H 0.1221 -0.0915 -1.7884
H -1.6001 -1.7474 -0.8826
H -0.7465 -1.7801 0.6263
H 1.7367 -2.8173 -0.4924
H 1.3567 -0.7562 0.9990
H 2.0727 0.2275 -0.0248
H -0.3358 2.7083 0.4804
H -1.6031 3.5112 0.4067
O -0.9648 3.6477 1.0334
*
```

***

--- Q ---
2 unconnected molecules or ions with the total composition C3H10NO2S, computed with wB97M-V/def2-TZVPD.

The geometry in ORCA input format:
```
! RIJCOSX wB97M-V def2-TZVPD def2/J DEFGRID3
* xyz -1 1
C -0.5212 -1.3163 0.0705
O -0.9845 -1.2812 -1.1559
C 0.1763 0.2748 0.5208
C -0.6349 0.8409 1.5858
S 0.4789 1.6845 3.0179
N 0.2972 1.0883 -0.6660
H -1.2908 -1.4533 0.8598
H 0.4115 -1.8763 0.3084
H 1.1012 -0.1998 0.9146
H -0.8720 0.0363 2.2596
H -1.4723 1.4988 1.3987
H 1.2434 2.2891 2.1223
H -0.5242 0.9213 -1.2302
H 1.2335 1.1816 -1.0022
H 0.4721 -1.8800 -2.6069
H 0.3295 -0.4742 -2.9953
O 0.5563 -1.3347 -3.4021
*
```

***

Q comes first in stability; the runner-up is 55.7 kJ/mol higher.

***

--- P ---
2 unconnected molecules or ions with the total composition CH8NS, computed with wB97M-V/def2-TZVPD.

The geometry in ORCA input format:
```
! RIJCOSX wB97M-V def2-TZVPD def2/J DEFGRID3
* xyz 0 2
N 0.1031 0.8231 -2.3582
H 0.1703 -0.1560 -2.7218
H 1.0711 1.2304 -2.3688
H -0.2642 0.7113 -1.3876
H -0.6465 1.3168 -2.8919
C -0.4764 -1.3524 1.4355
S 0.1581 0.2019 0.7604
H 0.2845 -2.1244 1.4745
H -1.2128 -1.6384 0.6854
H -0.8767 -1.2232 2.4353
H 1.2419 0.5166 1.4870
*
```

***

--- Q ---
2 unconnected molecules or ions with the total composition CH8NS, computed with wB97M-V/def2-TZVPD.

The geometry in ORCA input format:
```
! RIJCOSX wB97M-V def2-TZVPD def2/J DEFGRID3
* xyz 0 2
N -2.0700 -0.9901 -0.3279
H -2.2335 -1.5072 -1.2226
H -2.1058 -1.8075 0.3351
H -2.8437 -0.3141 -0.1388
H -1.1219 -0.5571 -0.3142
C 1.8958 0.7899 0.7405
S 0.9350 0.4296 -0.7548
H 1.6001 0.0511 1.4862
H 1.6811 1.7669 1.1664
H 2.9663 0.6802 0.5880
H 1.2967 1.4584 -1.5579
*
```

***

Q comes first in stability; the runner-up is 12.9 kJ/mol higher.

***

--- P ---
6 unconnected molecules or ions with the total composition C24H66N6O6, computed with wB97M-V/def2-TZVPD.

The geometry in ORCA input format:
```
! RIJCOSX wB97M-V def2-TZVPD def2/J DEFGRID3
* xyz 0 1
C 1.4404 4.3802 -0.8497
C 1.4652 3.6190 -2.1620
C 0.3767 4.0855 -3.1530
O -0.9007 4.0943 -2.5852
C -1.3639 2.7949 -2.2171
N 2.7871 3.6055 -2.7872
H 1.5828 5.4571 -0.9884
H 2.2835 4.0770 -0.2212
H 0.5319 4.2253 -0.2652
H 1.2521 2.5691 -1.9310
H 0.4664 3.4046 -4.0131
H 0.6597 5.0462 -3.5880
H -0.9922 2.0600 -2.9375
H -2.4500 2.7671 -2.2504
H -0.9866 2.5887 -1.2149
H 3.3901 2.8899 -2.3832
H 3.2391 4.4988 -2.6161
C 6.6220 -0.1428 7.3217
C 6.4373 -1.3193 6.3660
C 5.6064 -0.9103 5.1609
O 5.1851 -2.0652 4.4671
C 3.9972 -1.8748 3.7533
N 7.7721 -1.7748 5.9876
H 7.0909 0.6986 6.8016
H 7.2127 -0.4417 8.1851
H 5.6854 0.2857 7.6875
H 5.9074 -2.0930 6.9256
H 6.1583 -0.2700 4.4672
H 4.7450 -0.3754 5.5856
H 4.0755 -1.0649 3.0170
H 3.2454 -1.4467 4.4303
H 3.5895 -2.7295 3.2219
H 7.8674 -2.1232 5.0452
H 8.5142 -1.1087 6.1397
C -6.0064 -0.9596 -4.1193
C -5.6670 -2.3028 -3.4798
C -4.4827 -2.9630 -4.1384
O -3.3505 -2.1078 -4.1781
C -2.2497 -2.7547 -4.7872
N -5.2797 -2.1312 -2.0416
H -6.8119 -0.4132 -3.6315
H -6.1737 -1.1321 -5.1870
H -5.1555 -0.2724 -4.0853
H -6.5543 -2.9386 -3.4903
H -4.7269 -3.3250 -5.1495
H -4.1783 -3.8738 -3.6018
H -2.4663 -3.1804 -5.7699
H -1.8593 -3.4753 -4.0645
H -1.4984 -1.9903 -4.9930
H -5.8709 -1.3608 -1.7395
H -4.3033 -1.8640 -2.0158
C -0.6974 1.4205 1.8655
C -0.3973 -0.1089 1.9807
C -0.4655 -0.7151 0.6001
O -1.5597 -0.3005 -0.1808
C -1.6618 -1.0437 -1.3799
N 0.9612 -0.2093 2.5510
H -0.4691 1.8546 2.8380
H -1.7414 1.6157 1.6309
H -0.0551 1.8595 1.0999
H -1.1937 -0.5318 2.5955
H -0.3033 -1.8013 0.7141
H 0.4597 -0.3903 0.0947
H -0.7090 -1.0928 -1.9121
H -2.3780 -0.5068 -2.0021
H -2.0525 -2.0526 -1.2131
H 1.0027 -1.1740 2.8822
H 1.6266 -0.1592 1.7832
C -3.9624 -0.4488 2.0114
C -5.2939 -0.4629 1.3013
C -5.2181 0.4067 0.0669
O -6.4486 0.4795 -0.6600
C -7.4697 1.1673 0.0344
N -5.6400 -1.8630 1.0169
H -3.9725 -0.9658 2.9754
H -3.5628 0.5271 2.2994
H -3.2226 -0.9690 1.4042
H -6.0193 -0.0449 2.0054
H -4.4080 0.0564 -0.5806
H -4.9092 1.4491 0.2299
H -8.0258 1.8423 -0.6244
H -6.9988 1.9085 0.6963
H -8.1357 0.4735 0.5470
H -6.6495 -1.9190 0.8951
H -5.3063 -2.1674 0.0958
C 2.8509 -1.1185 -1.9032
C 3.8182 -0.7516 -0.7910
C 3.9016 0.7593 -0.4941
O 4.4301 1.5688 -1.5173
C 5.5834 1.1635 -2.1992
N 3.2942 -1.3093 0.5056
H 1.8192 -0.9493 -1.6069
H 2.9433 -2.1320 -2.2943
H 3.0637 -0.4681 -2.7599
H 4.8314 -1.0798 -1.0417
H 4.3316 1.0671 0.4672
H 2.8582 1.0759 -0.3700
H 6.3780 0.9043 -1.4806
H 5.9972 1.9090 -2.8706
H 5.4240 0.2229 -2.7405
H 3.4364 -2.3132 0.3789
H 4.0568 -1.0443 1.1281
*
```

***

--- Q ---
6 unconnected molecules or ions with the total composition C24H66N6O6, computed with wB97M-V/def2-TZVPD.

The geometry in ORCA input format:
```
! RIJCOSX wB97M-V def2-TZVPD def2/J DEFGRID3
* xyz 0 1
C 3.4656 -4.7490 0.8832
C 3.6686 -3.2690 0.9322
C 5.1066 -2.8750 0.5772
O 5.1266 -1.4430 0.6932
C 6.4286 -0.9760 0.3532
N 2.9006 -2.5780 -0.0738
H 2.4576 -5.0490 1.2262
H 4.1286 -5.3510 1.5082
H 3.5876 -5.1930 -0.0988
H 3.3546 -2.7760 1.8222
H 5.3636 -3.0450 -0.4798
H 5.8946 -3.2750 1.2482
H 6.5696 -1.0520 -0.6708
H 7.2246 -1.4910 0.8762
H 6.5146 0.0980 0.5822
H 3.4616 -1.7530 -0.1918
H 2.0156 -2.2870 0.4042
C -0.7654 3.4220 -0.4628
C -0.1504 2.4850 -1.4938
C -0.8484 1.1110 -1.6748
O -0.0474 0.4280 -2.5838
C 0.4326 -0.9140 -2.2488
N -0.2424 3.2380 -2.6848
H -0.4724 4.4620 -0.4778
H -0.6394 3.2150 0.5862
H -1.8164 3.6040 -0.6238
H 0.8866 2.3320 -1.0898
H -1.8464 1.0930 -2.0958
H -0.9004 0.5740 -0.7578
H -0.4534 -1.5770 -2.0458
H 1.0716 -1.0060 -1.3548
H 1.1216 -1.2940 -3.0048
H -1.1274 3.7730 -2.5708
H 0.3446 4.1020 -2.5238
C -4.2974 3.7930 0.6912
C -4.0314 2.3370 0.3242
C -5.0984 1.4160 0.8722
O -4.8384 0.1050 0.5032
C -5.9164 -0.7480 0.7512
N -4.1544 2.2680 -1.0988
H -5.2494 4.1330 0.3062
H -3.5074 4.4630 0.3742
H -4.2684 3.9200 1.7852
H -3.1214 1.9550 0.7252
H -6.1054 1.7400 0.5162
H -5.0994 1.5240 1.9492
H -6.7124 -0.5150 0.0712
H -6.2924 -0.6720 1.7522
H -5.6474 -1.7650 0.5692
H -5.0894 2.6170 -1.2708
H -4.3294 1.2710 -1.2748
C 2.6356 3.8200 0.5692
C 3.7256 3.9980 -0.4878
C 3.6726 3.1420 -1.7358
O 3.1576 1.8620 -1.4588
C 4.0516 0.8900 -1.0128
N 3.5996 5.4110 -0.8538
H 1.6376 3.8250 0.1902
H 2.5906 4.5440 1.3522
H 2.8416 2.8630 1.0012
H 4.6936 3.8760 -0.0188
H 4.6926 3.1160 -2.1478
H 3.0326 3.5290 -2.5778
H 4.8786 0.8420 -1.6858
H 3.5276 -0.1170 -1.1178
H 4.2886 1.1540 0.0212
H 4.4696 5.8540 -1.2578
H 3.4016 6.0230 -0.1068
C -3.2994 -2.6490 -2.5358
C -3.0824 -2.7590 -1.0888
C -1.8674 -3.6720 -0.7868
O -1.7264 -3.6970 0.6432
C -0.7474 -4.5800 1.1602
N -2.8544 -1.4070 -0.6348
H -4.1034 -1.9840 -2.8098
H -3.5854 -3.6220 -2.9738
H -2.4204 -2.2820 -3.0568
H -3.9384 -3.1170 -0.4588
H -0.9214 -3.3290 -1.2528
H -2.0814 -4.6110 -1.2098
H -0.5224 -4.3870 2.2032
H 0.1826 -4.4810 0.6202
H -1.0764 -5.6290 1.1972
H -2.3784 -1.6670 0.3002
H -3.7044 -0.9150 -0.2668
C 1.4086 0.5470 1.5652
C 0.5396 -0.6660 1.9452
C -0.9394 -0.2870 2.1322
O -1.7654 -1.4340 2.1132
C -3.0384 -1.2710 2.6042
N 0.4376 -1.6490 0.9022
H 1.3806 1.2940 2.3712
H 0.8626 0.9790 0.7082
H 2.3956 0.3360 1.2052
H 0.8656 -1.0930 2.8362
H -1.2754 0.4570 1.3732
H -1.0864 0.2090 3.1022
H -3.3944 -0.3180 2.2492
H -3.2854 -1.2620 3.6622
H -3.6124 -2.0810 2.1302
H 0.0896 -1.2660 0.0312
H -0.4114 -2.1640 1.3142
*
```

***

P comes first in stability; the runner-up is 290.9 kJ/mol higher.